No. 1
# C11H22AsN2O6PdSSb

C11H22AsN2O6PdSSb as an isolated structure (ωB97M-V with the def2-TZVPD basis set, the Open Molecules 2025 dataset).

Calculated values
- charge = -2
- electronic energy (eV) = -108721.127
- LUMO level (eV) = 5.141
- gap between HOMO and LUMO (eV) = 6.554

CARTESIAN COORDINATES (ANGSTROEM)
Pd -0.07046 1.53929 0.24424
O 0.83557 1.09790 3.86706
As -0.53628 0.30689 2.95289
O -1.34273 -0.37972 4.20565
O 0.26193 -0.45918 1.72125
C -1.25615 1.95270 2.12614
C -0.76798 3.18852 2.61030
C -1.25200 4.39480 2.14307
C -2.23256 4.41899 1.14927
C -2.69228 3.23399 0.62029
C -2.21293 1.99187 1.07686
S -3.13735 0.53509 0.50970
O -2.86541 -0.47369 1.51493
O -4.52256 0.99501 0.46739
O -2.61433 0.22803 -0.82649
H 0.59052 0.89934 4.77907
H -0.00869 3.16823 3.37949
H -0.86508 5.32091 2.55436
H -2.62438 5.36334 0.78721
H -3.47029 3.22299 -0.13246
N 3.03664 1.36216 1.51155
C 3.83850 0.32984 0.87495
C 3.21747 -1.05828 0.72674
N 2.24283 -1.12115 -0.36461
H 2.53463 1.00283 2.31933
H 2.31367 1.71720 0.88773
H 4.76809 0.21897 1.45088
H 4.12540 0.67685 -0.12291
H 2.77447 -1.34595 1.68967
H 4.02820 -1.76314 0.49999
H 1.37757 -0.68936 -0.02913
H 1.98196 -2.09214 -0.50322
C 1.44367 2.16982 -3.64416
Sb -0.05584 1.48911 -2.22777
C -0.28874 -0.43150 -3.14146
C -1.69736 2.42104 -3.24959
H 1.11349 1.97323 -4.66666
H 2.37919 1.64179 -3.45594
H 1.61393 3.24015 -3.51774
H -0.41763 -0.33330 -4.22148
H -1.16446 -0.89644 -2.69066
H 0.59720 -1.02853 -2.92385
H -1.65353 2.20971 -4.32029
H -1.66746 3.49922 -3.08627
H -2.61335 2.01654 -2.81975

Just the natural (NBO) charges please, in e? Sure, here they are:
1. Pd 0.03
2. O -1.09
3. As 2.47
4. O -1.18
5. O -1.24
6. C -0.51
7. C -0.15
8. C -0.27
9. C -0.25
10. C -0.20
11. C -0.34
12. S 2.42
13. O -0.99
14. O -1.03
15. O -1.05
16. H 0.48
17. H 0.23
18. H 0.19
19. H 0.19
20. H 0.23
21. N -0.86
22. C -0.21
23. C -0.23
24. N -0.87
25. H 0.39
26. H 0.36
27. H 0.15
28. H 0.18
29. H 0.19
30. H 0.15
31. H 0.41
32. H 0.34
33. C -1.03
34. Sb 1.20
35. C -1.02
36. C -1.02
37. H 0.20
38. H 0.22
39. H 0.21
40. H 0.20
41. H 0.26
42. H 0.23
43. H 0.20
44. H 0.21
45. H 0.25


No. 2
# C28H43MnN4O6SbSi3

C28H43MnN4O6SbSi3 as an isolated structure (ωB97M-V with the def2-TZVPD basis set, the Open Molecules 2025 dataset).

Calculated values
- electronic energy (eV) = -109472.193
- LUMO level (spin up / spin down) (eV) = -0.335 / -0.328
- gap between HOMO and LUMO (spin up / spin down) (eV) = 7.440 / 7.075
- spin multiplicity = 2

CARTESIAN COORDINATES (ANGSTROEM)
Mn -0.64959 0.05912 1.06299
O -3.17959 -2.08972 -1.73298
C -2.49831 -1.29602 -0.91768
O -1.30133 -1.38151 -0.72766
C -3.29882 -0.25113 -0.24501
C -4.64426 0.00723 -0.41986
C -5.20105 1.06691 0.28585
C -4.40510 1.83858 1.11704
C -3.06290 1.51471 1.23349
N -2.54764 0.48026 0.57397
C -2.03060 2.32178 2.01289
O -2.38615 3.29990 2.64561
O -0.83611 1.87998 1.83953
H -2.61718 -2.84693 -1.97625
H -5.23440 -0.60118 -1.09062
H -6.25349 1.29270 0.17200
H -4.78196 2.68801 1.66993
O -1.19556 -0.56619 2.90726
N -0.24936 -1.03575 3.60837
N 0.87158 -1.11058 3.00614
O 1.03578 -0.74331 1.73990
C 2.00381 -1.63780 3.70096
C 1.92829 -1.94554 5.05628
C 3.04807 -2.45795 5.68885
C 4.22918 -2.66014 4.98663
C 4.28795 -2.34451 3.63955
C 3.17593 -1.83064 2.98696
H 1.01042 -1.77839 5.59855
H 2.99672 -2.69635 6.74315
H 5.09959 -3.05852 5.49159
H 5.20536 -2.49537 3.08537
H 3.20574 -1.57486 1.93886
C 3.81671 1.39070 0.92466
Si 3.20565 0.93421 -0.78746
C 3.37907 -0.91615 -1.04788
C 4.17339 1.86968 -2.09704
Sb 0.72142 1.45204 -0.86630
Si 0.45585 3.96847 -0.50647
C 1.05152 4.40224 1.21243
C 1.44237 4.99392 -1.73580
C -1.38233 4.32046 -0.70930
Si 0.07058 1.07567 -3.29693
C 0.34834 -0.74700 -3.68100
C 0.99422 2.06568 -4.60097
C -1.76445 1.48384 -3.41792
H 4.82451 0.99710 1.08920
H 3.15338 0.97330 1.68519
H 3.85553 2.47274 1.06547
H 4.41106 -1.23065 -0.86423
H 3.11351 -1.21382 -2.06449
H 2.72137 -1.45328 -0.35966
H 5.24383 1.66183 -2.00153
H 4.02950 2.94793 -1.99956
H 3.86436 1.57967 -3.10397
H 2.09974 4.12792 1.34988
H 0.45393 3.90250 1.97601
H 0.97059 5.48484 1.35202
H 2.49832 5.01194 -1.45452
H 1.07813 6.02613 -1.71652
H 1.37197 4.63655 -2.76246
H -1.98714 3.42356 -0.56670
H -1.59965 4.71536 -1.70500
H -1.70947 5.05593 0.02978
H 1.40187 -0.93819 -3.89874
H -0.22611 -1.02837 -4.56947
H 0.04829 -1.39370 -2.85493
H 1.98702 1.64520 -4.77654
H 1.11699 3.11679 -4.34286
H 0.44107 2.01786 -5.54461
H -2.31416 1.19102 -2.52007
H -2.21388 0.97608 -4.27628
H -1.91370 2.55825 -3.55093
N -1.49947 -3.19127 1.66695
C -2.09008 -4.03666 0.74196
C -1.34131 -4.56005 -0.31786
C -1.95638 -5.30623 -1.31111
C -3.32713 -5.54516 -1.27797
C -4.06966 -5.03658 -0.22107
C -3.46351 -4.29252 0.77858
H -2.04708 -2.96438 2.48176
H -0.53419 -3.37349 1.89154
H -0.27898 -4.35105 -0.36766
H -1.35697 -5.70529 -2.12030
H -3.80178 -6.12920 -2.05487
H -5.13614 -5.21803 -0.17217
H -4.05552 -3.89515 1.59602

Just the Löwdin charges please, in e? Sure, here they are:
1. Mn 0.47
2. O 0.15
3. C -0.46
4. O 0.03
5. C -0.17
6. C 0.02
7. C -0.03
8. C 0.04
9. C -0.14
10. N 0.09
11. C -0.60
12. O 0.06
13. O -0.17
14. H 0.12
15. H 0.12
16. H 0.11
17. H 0.13
18. O -0.16
19. N 0.02
20. N -0.19
21. O -0.21
22. C -0.16
23. C -0.02
24. C -0.08
25. C -0.09
26. C -0.07
27. C -0.01
28. H 0.11
29. H 0.10
30. H 0.10
31. H 0.11
32. H 0.09
33. C -0.22
34. Si 0.31
35. C -0.22
36. C -0.22
37. Sb 1.03
38. Si 0.34
39. C -0.21
40. C -0.22
41. C -0.21
42. Si 0.31
43. C -0.22
44. C -0.22
45. C -0.22
46. H 0.03
47. H 0.02
48. H 0.02
49. H 0.03
50. H 0.02
51. H 0.01
52. H 0.03
53. H 0.02
54. H 0.01
55. H 0.02
56. H 0.02
57. H 0.04
58. H 0.02
59. H 0.03
60. H 0.00
61. H 0.01
62. H 0.03
63. H 0.04
64. H 0.02
65. H 0.03
66. H 0.01
67. H 0.02
68. H 0.01
69. H 0.03
70. H 0.01
71. H 0.03
72. H 0.03
73. N 0.12
74. C -0.34
75. C -0.05
76. C -0.11
77. C -0.11
78. C -0.10
79. C -0.04
80. H 0.09
81. H 0.10
82. H 0.12
83. H 0.10
84. H 0.10
85. H 0.10
86. H 0.11


No. 3
# C13H24BaCl2NO4P2

C13H24BaCl2NO4P2 as an isolated structure (ωB97M-V with the def2-TZVPD basis set, the Open Molecules 2025 dataset).

Calculated values
- charge = +1
- electronic energy (eV) = -67863.810
- LUMO level (eV) = -2.817
- gap between HOMO and LUMO (eV) = 9.293

CARTESIAN COORDINATES (ANGSTROEM)
Ba 0.17205 0.93278 0.53745
P 2.32283 -1.18564 0.26856
C 2.38238 -1.55298 -1.56103
C 1.02875 -1.78803 -2.23762
N -0.09485 -1.20631 -1.74525
C -1.26335 -1.42180 -2.40049
C -1.34325 -2.21824 -3.54153
C -0.17754 -2.77476 -4.06219
C 1.03059 -2.54591 -3.40884
C -2.57968 -0.82383 -1.87922
P -2.43399 0.71740 -0.87036
H 1.97131 -2.96402 -3.77187
H -2.31097 -2.35755 -4.02178
H -0.21088 -3.37072 -4.95682
H -3.25124 -0.66169 -2.74342
H -3.09328 -1.57101 -1.23957
H 2.88673 -0.68830 -2.04658
H 3.03425 -2.42562 -1.74984
H 1.70990 3.97128 -2.37801
O 2.35808 3.44058 -2.89128
H 2.39159 3.93656 -3.74986
H -1.41169 4.82387 -0.19337
O -1.10960 5.46197 -0.85490
H -1.52252 6.31381 -0.54386
C -2.55152 2.05736 -2.11065
H -3.49907 2.11421 -2.65662
H -2.39689 3.00342 -1.57098
H -1.73244 1.92154 -2.83513
C -3.89767 0.84632 0.19246
H -3.73156 1.76675 0.77453
H -4.86669 0.90575 -0.30981
H -3.88754 -0.01958 0.87380
C 2.34422 -2.84765 1.03020
H 3.23545 -3.45880 0.84482
H 2.26520 -2.63935 2.10638
H 1.45070 -3.38272 0.67917
C 3.92937 -0.42443 0.66935
H 3.84434 -0.19190 1.74212
H 4.82278 -1.03516 0.50696
H 4.01713 0.50893 0.09049
Cl 0.61648 1.62726 5.61295
C -0.88154 2.00509 4.74314
Cl -1.13517 3.73767 4.44613
C -0.68239 1.39715 3.35805
O -1.44731 0.50554 2.82389
O 0.34614 1.91348 2.79275
H -1.69367 1.68518 5.38346

Just the Löwdin charges please, in e? Sure, here they are:
1. Ba 1.67
2. P 0.69
3. C -0.30
4. C -0.32
5. N 0.05
6. C -0.32
7. C -0.02
8. C -0.02
9. C -0.02
10. C -0.29
11. P 0.67
12. H 0.12
13. H 0.12
14. H 0.11
15. H 0.10
16. H 0.10
17. H 0.10
18. H 0.10
19. H 0.04
20. O -0.09
21. H 0.07
22. H 0.02
23. O -0.08
24. H 0.08
25. C -0.27
26. H 0.06
27. H 0.02
28. H 0.05
29. C -0.27
30. H 0.05
31. H 0.05
32. H 0.05
33. C -0.27
34. H 0.06
35. H 0.05
36. H 0.05
37. C -0.28
38. H 0.05
39. H 0.06
40. H 0.05
41. Cl 0.64
42. C -0.98
43. Cl 0.63
44. C -0.84
45. O -0.16
46. O -0.42
47. H 0.06


No. 4
# C41H34NO3S2TeV

C41H34NO3S2TeV as an isolated structure (ωB97M-V with the def2-TZVPD basis set, the Open Molecules 2025 dataset).

Calculated values
- charge = -1
- electronic energy (eV) = -105353.353
- LUMO level (spin up / spin down) (eV) = 2.343 / 2.343
- gap between HOMO and LUMO (spin up / spin down) (eV) = 5.979 / 5.682
- spin multiplicity = 2

CARTESIAN COORDINATES (ANGSTROEM)
V 0.00960 -0.02077 0.34584
C 5.07088 4.05310 1.65940
C 4.22583 2.85471 1.30701
C 4.77503 1.70300 0.78283
C 4.00584 0.56479 0.49196
C 4.57951 -0.59319 -0.22218
O 3.92616 -1.29413 -0.97452
C 6.04482 -0.87112 -0.07601
C 6.72775 -0.69372 1.12600
C 8.08591 -0.95864 1.20205
C 8.77654 -1.39800 0.08128
C 8.09360 -1.61752 -1.10800
C 6.73436 -1.36703 -1.18123
C 2.60467 0.60473 0.74219
O 1.83268 -0.43963 0.66536
C 2.03485 1.84509 1.13938
C 2.83483 2.91396 1.46790
C 0.54458 1.83361 1.15168
N -0.15756 1.84120 -0.02244
C 0.52823 2.16040 -1.27119
C 0.75636 3.67151 -1.50044
Te -0.95838 4.91300 -1.04281
C -0.04252 5.83798 0.63998
C -0.66271 5.83807 1.88139
C -0.01753 6.37137 2.98848
C 1.23711 6.94657 2.85406
C 1.84491 6.98650 1.60593
C 1.21009 6.42997 0.50507
C -0.16254 1.87049 2.43325
C 0.53450 1.69353 3.63754
C -0.13499 1.68257 4.85080
C -1.50739 1.87846 4.89972
C -2.20760 2.07745 3.71290
C -1.55369 2.06043 2.49841
H 6.10771 3.90425 1.35607
H 5.05140 4.23780 2.73636
H 4.69636 4.95313 1.16611
H 5.83418 1.68767 0.55470
H 6.18481 -0.36166 2.00116
H 8.61067 -0.81374 2.13837
H 9.84213 -1.58244 0.13742
H 8.62586 -1.97950 -1.97902
H 6.17650 -1.53764 -2.09277
H 2.37532 3.82402 1.83933
H -0.12657 1.80838 -2.07348
H 1.50502 1.65913 -1.36944
H 1.01072 3.83707 -2.54676
H 1.56860 4.04094 -0.87641
H -1.64106 5.39875 1.99280
H -0.49341 6.31652 3.95978
H 1.74191 7.36381 3.71661
H 2.81899 7.44718 1.48952
H 1.69547 6.45076 -0.46371
H 1.60846 1.55854 3.61624
H 0.42052 1.51977 5.76775
H -2.02573 1.87087 5.85142
H -3.27889 2.24163 3.74199
H -2.09864 2.18559 1.57251
S -1.82277 -0.78767 1.12962
O 0.05192 -1.70513 -1.15959
S 0.17544 -2.44448 0.13559
C -1.13208 -3.68628 0.11056
C -1.66890 -4.15447 1.29897
C -2.69123 -5.08775 1.25799
C -3.16985 -5.54534 0.03685
C -2.62505 -5.06706 -1.14675
C -1.60046 -4.13412 -1.11116
C 1.48232 -3.68171 -0.13939
C 2.10440 -3.85287 -1.36080
C 3.12690 -4.78409 -1.47259
C 3.52252 -5.52076 -0.36604
C 2.91059 -5.32192 0.86566
C 1.88999 -4.39311 0.98051
H -1.30698 -3.76032 2.24029
H -3.12828 -5.44971 2.17996
H -3.97288 -6.27128 0.00738
H -3.00126 -5.41827 -2.09939
H -1.16627 -3.73440 -2.01929
H 1.79370 -3.24508 -2.20093
H 3.62613 -4.93693 -2.42123
H 4.31471 -6.25345 -0.45994
H 3.23542 -5.88912 1.72895
H 1.40082 -4.20984 1.93144

Just the Löwdin charges please, in e? Sure, here they are:
1. V 0.44
2. C -0.06
3. C -0.27
4. C -0.01
5. C -0.06
6. C -0.30
7. O 0.10
8. C -0.15
9. C -0.04
10. C -0.09
11. C -0.10
12. C -0.09
13. C -0.02
14. C -0.28
15. O -0.19
16. C -0.13
17. C 0.02
18. C -0.37
19. N -0.14
20. C -0.33
21. C -0.47
22. Te 1.22
23. C -0.57
24. C -0.15
25. C -0.09
26. C -0.10
27. C -0.11
28. C -0.17
29. C -0.21
30. C -0.04
31. C -0.11
32. C -0.13
33. C -0.11
34. C -0.12
35. H 0.07
36. H 0.08
37. H 0.07
38. H 0.11
39. H 0.12
40. H 0.10
41. H 0.09
42. H 0.10
43. H 0.12
44. H 0.13
45. H 0.11
46. H 0.12
47. H 0.03
48. H 0.03
49. H 0.09
50. H 0.10
51. H 0.10
52. H 0.10
53. H 0.09
54. H 0.11
55. H 0.09
56. H 0.08
57. H 0.10
58. H 0.09
59. S 0.21
60. O -0.52
61. S 0.83
62. C -0.40
63. C -0.11
64. C -0.08
65. C -0.10
66. C -0.08
67. C -0.06
68. C -0.33
69. C -0.07
70. C -0.08
71. C -0.10
72. C -0.09
73. C -0.08
74. H 0.11
75. H 0.10
76. H 0.10
77. H 0.10
78. H 0.11
79. H 0.11
80. H 0.10
81. H 0.09
82. H 0.10
83. H 0.11


| no. | F_max (Eh/bohr) |
| --- | --- |
| 1 | 0.0053 |
| 2 | 0.0096 |
| 3 | 0.0548 |
| 4 | 0.0601 |